No. 1
{"formula": "C33H29N2O8PSr", "method": "wB97M-V/def2-TZVPD", "e_above_lowest_kj_mol": 0.0, "charge": 0, "fmax_ha_per_bohr": 0.015, "lumo_ev": 0.1, "symbols": ["Sr", "C", "C", "N", "C", "C", "N", "C", "O", "O", "C", "O", "O", "H", "H", "H", "H", "H", "C", "O", "C", "C", "C", "C", "C", "C", "O", "C", "O", "C", "H", "H", "H", "H", "H", "H", "H", "H", "H", "O", "P", "C", "C", "C", "C", "C", "C", "C", "C", "C", "C", "C", "C", "C", "C", "C", "C", "C", "C", "H", "H", "H", "H", "H", "H", "H", "H", "H", "H", "H", "H", "H", "H", "H"], "xyz": [[-1.519, 0.456, 1.442], [1.096, 3.774, 3.199], [-0.252, 3.929, 2.584], [-1.103, 2.955, 2.343], [-2.201, 3.526, 1.733], [-1.987, 4.879, 1.608], [-0.757, 5.103, 2.168], [-2.687, 6.063, 1.034], [-3.787, 5.844, 0.383], [-2.180, 7.156, 1.190], [-3.477, 2.783, 1.414], [-4.292, 3.388, 0.682], [-3.631, 1.645, 1.916], [1.235, 2.737, 3.494], [1.197, 4.406, 4.082], [1.882, 4.051, 2.494], [-0.360, 6.030, 2.225], [-3.974, 4.829, 0.346], [0.610, -6.375, 2.716], [-0.654, -6.481, 2.093], [-1.316, -5.334, 1.813], [-2.546, -5.492, 1.145], [-3.255, -4.374, 0.804], [-2.794, -3.068, 1.066], [-3.449, -1.969, 0.387], [-4.931, -2.029, 0.108], [-2.833, -0.986, -0.055], [-1.588, -2.902, 1.830], [-1.150, -1.767, 2.250], [-0.859, -4.078, 2.147], [0.994, -7.388, 2.796], [0.532, -5.940, 3.716], [1.301, -5.773, 2.120], [-2.892, -6.487, 0.906], [-4.183, -4.499, 0.258], [-5.100, -2.313, -0.933], [-5.326, -1.022, 0.236], [-5.456, -2.722, 0.760], [0.052, -3.937, 2.711], [0.714, 0.499, 0.318], [1.503, 0.386, -0.943], [1.129, 1.713, -2.103], [1.883, 2.884, -2.092], [1.499, 3.959, -2.880], [0.366, 3.865, -3.677], [-0.386, 2.698, -3.692], [-0.007, 1.620, -2.906], [3.272, 0.464, -0.587], [4.221, -0.096, -1.438], [5.569, 0.021, -1.138], [5.972, 0.696, 0.006], [5.026, 1.247, 0.860], [3.676, 1.130, 0.566], [1.145, -1.178, -1.765], [1.446, -1.413, -3.104], [1.148, -2.641, -3.673], [0.537, -3.630, -2.910], [0.228, -3.393, -1.577], [0.535, -2.170, -1.002], [2.771, 2.951, -1.475], [2.084, 4.869, -2.872], [0.067, 4.706, -4.287], [-1.269, 2.627, -4.311], [-0.597, 0.711, -2.911], [3.909, -0.633, -2.325], [6.306, -0.420, -1.796], [7.026, 0.784, 0.238], [5.341, 1.762, 1.758], [2.926, 1.538, 1.233], [1.895, -0.632, -3.708], [1.380, -2.822, -4.715], [0.295, -4.583, -3.361], [-0.260, -4.152, -0.977], [0.291, -1.986, 0.039]]}

---

No. 2
{"formula": "C33H30AsAuClOS2", "method": "wB97M-V/def2-TZVPD", "spin_multiplicity": 3, "charge": 1, "fmax_ha_per_bohr": 0.014, "lumo_ev": [-1.9, -5.4], "symbols": ["Au", "S", "C", "C", "C", "C", "C", "C", "As", "C", "C", "C", "C", "C", "C", "C", "C", "C", "C", "C", "C", "H", "H", "H", "H", "H", "H", "H", "H", "H", "H", "H", "H", "H", "H", "Cl", "C", "C", "C", "C", "C", "C", "C", "H", "H", "H", "H", "H", "H", "C", "C", "C", "C", "C", "C", "C", "S", "C", "O", "H", "H", "H", "H", "H", "H", "H", "H", "H", "H"], "xyz": [[-0.955, 1.634, 1.068], [-0.743, 2.150, -1.451], [-2.389, 1.800, -1.977], [-2.950, 2.542, -3.015], [-4.246, 2.277, -3.435], [-5.000, 1.292, -2.814], [-4.447, 0.553, -1.777], [-3.141, 0.789, -1.375], [-2.289, -0.163, 0.064], [-3.753, -1.046, 0.953], [-4.141, -2.319, 0.548], [-5.273, -2.896, 1.106], [-6.008, -2.207, 2.061], [-5.612, -0.940, 2.468], [-4.483, -0.357, 1.915], [-1.324, -1.599, -0.766], [-1.261, -1.712, -2.148], [-0.556, -2.766, -2.716], [0.090, -3.687, -1.905], [0.036, -3.562, -0.520], [-0.670, -2.518, 0.052], [-2.367, 3.328, -3.478], [-4.675, 2.858, -4.241], [-6.019, 1.103, -3.126], [-5.037, -0.208, -1.281], [-3.567, -2.853, -0.197], [-5.582, -3.884, 0.790], [-6.892, -2.660, 2.491], [-6.185, -0.407, 3.217], [-4.168, 0.630, 2.232], [-1.764, -0.987, -2.775], [-0.514, -2.866, -3.794], [0.638, -4.508, -2.349], [0.552, -4.277, 0.109], [-0.707, -2.408, 1.128], [1.935, 2.317, 3.510], [1.862, 3.485, 2.247], [3.035, 4.023, 1.769], [3.001, 4.931, 0.714], [1.781, 5.317, 0.146], [0.608, 4.813, 0.643], [0.598, 3.891, 1.727], [-0.636, 3.435, 2.266], [3.977, 3.734, 2.217], [3.931, 5.330, 0.329], [1.764, 6.022, -0.675], [-0.343, 5.127, 0.230], [-1.507, 4.043, 2.035], [-0.619, 3.048, 3.282], [6.534, -3.751, 1.084], [5.398, -2.851, 0.674], [4.807, -1.987, 1.596], [3.757, -1.160, 1.228], [3.296, -1.198, -0.079], [3.852, -2.061, -1.010], [4.902, -2.883, -0.627], [1.975, -0.097, -0.574], [3.007, 1.364, -0.777], [1.166, 0.149, 0.676], [7.055, -3.354, 1.954], [7.253, -3.873, 0.274], [6.160, -4.744, 1.345], [5.178, -1.959, 2.614], [3.275, -0.502, 1.944], [3.465, -2.090, -2.023], [5.343, -3.560, -1.349], [3.468, 1.583, 0.184], [2.366, 2.186, -1.101], [3.760, 1.148, -1.536]]}

---

No. 3
{"formula": "C33H30AsN3PbS4", "method": "wB97M-V/def2-TZVPD", "e_above_lowest_kj_mol": 60.5, "charge": -2, "fmax_ha_per_bohr": 0.020, "lumo_ev": 4.0, "symbols": ["Pb", "C", "C", "C", "C", "C", "C", "C", "C", "C", "H", "H", "H", "H", "H", "H", "H", "H", "H", "H", "H", "H", "C", "C", "N", "C", "C", "C", "C", "C", "C", "C", "C", "C", "N", "C", "H", "H", "H", "H", "H", "H", "H", "H", "S", "As", "S", "S", "S", "C", "C", "C", "C", "C", "C", "N", "C", "C", "C", "C", "C", "C", "H", "H", "H", "H", "H", "H", "H", "H", "H", "H"], "xyz": [[-0.601, -0.709, -0.628], [1.836, 3.071, -1.112], [1.220, 2.336, -2.267], [1.911, 1.321, -2.913], [1.357, 0.655, -3.996], [2.081, -0.450, -4.699], [0.093, 1.023, -4.434], [-0.620, 2.028, -3.799], [-1.990, 2.403, -4.277], [-0.045, 2.683, -2.720], [2.245, 4.028, -1.449], [2.644, 2.487, -0.676], [1.094, 3.277, -0.342], [2.891, 1.044, -2.544], [2.259, -0.186, -5.743], [1.465, -1.348, -4.674], [3.034, -0.668, -4.223], [-0.356, 0.491, -5.258], [-1.935, 2.983, -5.203], [-2.501, 3.002, -3.524], [-2.566, 1.501, -4.476], [-0.602, 3.456, -2.210], [3.360, -3.493, -1.293], [2.343, -2.559, -1.519], [1.962, -1.683, -0.615], [2.550, -1.687, 0.587], [3.564, -2.615, 0.933], [3.973, -3.525, -0.067], [4.101, -2.612, 2.242], [3.678, -1.711, 3.178], [2.701, -0.739, 2.855], [2.226, 0.213, 3.780], [1.277, 1.126, 3.381], [0.822, 1.092, 2.064], [1.236, 0.205, 1.184], [2.138, -0.709, 1.554], [3.629, -4.181, -2.078], [1.820, -2.551, -2.463], [4.759, -4.239, 0.153], [4.836, -3.362, 2.503], [4.072, -1.725, 4.188], [2.607, 0.195, 4.794], [0.886, 1.865, 4.065], [0.086, 1.798, 1.712], [0.291, -4.674, -3.093], [-1.335, -3.623, -2.205], [-1.531, -1.583, -3.037], [-0.916, -3.201, -0.048], [-3.062, -4.798, -2.493], [-2.863, 4.249, 1.257], [-2.838, 3.515, 2.435], [-2.632, 2.156, 2.419], [-2.433, 1.450, 1.207], [-2.446, 2.225, 0.027], [-2.663, 3.582, 0.056], [-2.117, 0.141, 1.173], [-2.523, -0.700, 2.181], [-3.855, -0.713, 2.631], [-4.296, -1.655, 3.536], [-3.422, -2.599, 4.050], [-2.093, -2.568, 3.657], [-1.647, -1.636, 2.746], [-3.024, 5.318, 1.273], [-2.959, 4.026, 3.385], [-2.575, 1.614, 3.354], [-2.273, 1.724, -0.914], [-2.666, 4.152, -0.868], [-4.545, 0.016, 2.224], [-5.340, -1.668, 3.836], [-3.775, -3.360, 4.735], [-1.392, -3.286, 4.061], [-0.610, -1.638, 2.444]]}